Entry w
C4H11N2O2 | ωB97M-V with the def2-TZVPD basis set

Each line ends with the Löwdin charge.
CARTESIAN COORDINATES (ANGSTROEM)
C (-0.527, 1.985, -0.130)  0.021
C (-1.845, -1.497, 0.509)  -0.013
C (2.841, 0.044, 0.331)  0.025
C (-0.397, 0.523, -0.049)  -0.312
N (0.753, -0.111, -0.276)  -0.069
N (-1.618, -0.072, 0.147)  0.041
O (0.809, -1.445, -0.409)  -0.092
O (3.416, -0.791, -0.415)  0.124
H (0.228, 2.547, 0.384)  0.095
H (-0.362, 2.115, -1.206)  0.115
H (-1.463, 2.345, 0.103)  0.066
H (-1.033, -1.805, 1.102)  0.069
H (-2.685, -1.444, 1.166)  0.088
H (-2.031, -1.964, -0.467)  0.102
H (2.983, 1.039, -0.099)  0.130
H (2.247, -0.216, 1.267)  0.157
H (0.487, -1.752, -1.353)  0.195
H (-2.394, 0.435, 0.037)  0.083
H (3.543, -1.633, 0.088)  0.176

For the LUMO energy, the calculation gives -3.9187 eV. As for the net charge: +1.



Entry x
C4H11N2O2 | ωB97M-V with the def2-TZVPD basis set

Each line ends with the Löwdin charge.
CARTESIAN COORDINATES (ANGSTROEM)
C (-1.876, 0.083, -0.134)  -0.326
C (-2.345, -1.344, 0.076)  0.024
C (3.686, 0.320, -0.191)  0.040
C (2.554, -0.062, 0.432)  -0.242
N (-2.779, 1.035, -0.023)  0.222
N (-0.598, 0.317, -0.274)  0.047
O (1.676, -0.987, -0.147)  -0.061
O (-0.148, 1.622, -0.170)  0.056
H (-1.925, -1.829, 0.942)  0.090
H (-3.376, -1.409, 0.360)  0.078
H (-2.083, -2.168, -0.715)  0.147
H (4.416, 0.947, 0.281)  0.057
H (3.885, 0.262, -1.299)  0.097
H (0.629, 1.825, 0.352)  0.116
H (2.256, 0.178, 1.437)  0.114
H (-3.718, 0.871, 0.360)  0.155
H (-2.483, 2.002, 0.079)  0.137
H (-0.005, -0.508, -0.441)  0.137
H (2.236, -1.157, -0.923)  0.111

For the LUMO energy, the calculation gives -3.0011 eV. As for the net charge: +1.



Which is the most stable structure? entry x is the most stable.